1.
87
Properties=species:S:1:pos:R:3 method="wB97M-V/def2-TZVPD" orbital_gap_ev=7.57 e_lumo_ev=0.33 charge=0
C 5.40 -7.84 5.43
C 4.40 -6.66 5.38
C 4.02 -6.18 6.84
O 3.23 -4.97 6.75
C 2.98 -4.32 7.98
N 5.05 -5.62 4.64
H 6.36 -7.64 5.90
H 5.71 -8.22 4.46
H 4.95 -8.57 6.11
H 3.59 -7.05 4.77
H 4.90 -6.00 7.46
H 3.31 -6.85 7.33
H 2.49 -3.38 7.74
H 3.79 -4.14 8.69
H 2.22 -4.92 8.47
H 5.87 -5.39 5.19
H 4.45 -4.81 4.59
C 6.57 0.36 4.15
C 5.19 -0.15 4.53
C 5.08 -0.55 6.02
O 6.19 -1.25 6.57
C 5.97 -1.76 7.87
N 4.24 0.93 4.25
H 6.69 0.47 3.08
H 7.32 -0.37 4.46
H 6.80 1.28 4.70
H 4.95 -0.98 3.86
H 4.13 -1.06 6.15
H 4.97 0.33 6.65
H 5.61 -1.07 8.64
H 6.90 -2.06 8.35
H 5.38 -2.68 7.77
H 3.52 0.85 4.95
H 4.64 1.83 4.45
C 2.75 -0.34 4.29
C 2.41 0.07 5.72
C 2.32 -1.21 6.63
O 1.16 -2.04 6.27
C 0.77 -3.05 7.14
N 3.45 1.07 6.09
H 1.93 -0.91 3.87
H 3.61 -1.01 4.28
H 2.95 0.49 3.62
H 1.46 0.60 5.65
H 2.19 -0.94 7.68
H 3.26 -1.76 6.58
H 1.24 -4.01 6.97
H -0.31 -3.20 7.08
H 1.01 -2.74 8.16
H 3.24 1.32 7.05
H 3.38 1.95 5.60
C 5.52 -3.26 5.13
C 4.17 -2.95 5.69
O 3.26 -3.92 5.12
H 5.48 -3.34 4.05
H 5.92 -4.21 5.47
H 6.28 -2.52 5.36
H 3.83 -1.95 5.41
H 4.14 -3.07 6.77
H 3.05 -4.53 5.83
C 6.92 -3.67 7.57
C 7.46 -4.54 6.44
O 6.50 -5.49 6.07
H 6.78 -4.29 8.45
H 5.95 -3.27 7.28
H 7.66 -2.90 7.79
H 8.38 -4.98 6.82
H 7.73 -3.89 5.60
H 6.99 -6.11 5.52
C 7.10 -1.92 4.18
C 7.59 -3.10 3.37
O 7.46 -2.77 2.01
H 7.71 -1.04 3.97
H 7.09 -2.21 5.22
H 6.07 -1.82 3.86
H 6.83 -3.87 3.48
H 8.61 -3.37 3.66
H 8.19 -2.20 1.75
C 3.19 -3.37 3.05
C 2.11 -2.45 2.42
O 1.89 -2.99 1.15
H 4.06 -3.35 2.40
H 2.88 -4.40 3.22
H 3.47 -2.99 4.03
H 2.43 -1.41 2.31
H 1.18 -2.44 2.97
H 1.62 -3.90 1.27

2.
74
Properties=species:S:1:pos:R:3 method="wB97M-V/def2-TZVPD" orbital_gap_ev=6.73 e_lumo_ev=3.65 charge=-2
Au -2.46 -1.08 0.95
O -6.62 -4.18 -4.03
C -5.93 -4.83 -3.21
O -5.82 -6.06 -3.07
C -5.09 -3.98 -2.23
C -4.31 -4.60 -1.26
C -3.56 -3.83 -0.39
N -3.55 -2.49 -0.45
C -4.30 -1.87 -1.37
C -5.07 -2.59 -2.27
C -4.27 -0.33 -1.42
O -4.87 0.20 -2.35
O -3.64 0.27 -0.49
H -4.31 -5.68 -1.20
H -2.93 -4.27 0.37
H -5.66 -2.07 -3.01
O 0.00 -1.05 -0.31
P 1.08 -0.05 -0.07
C 0.70 1.48 -1.05
C 1.36 2.84 -0.76
C 0.57 3.78 0.15
C -0.90 3.87 -0.23
C -1.52 2.48 -0.28
C -0.81 1.62 -1.31
C 1.44 -0.06 1.73
C 2.72 0.56 2.31
C 2.54 1.98 2.84
C 1.39 2.03 3.85
C 0.08 1.56 3.23
C 0.21 0.17 2.63
C 2.65 -0.68 -0.80
C 2.31 -1.44 -2.10
C 3.60 -1.81 -2.82
C 4.34 -0.55 -3.33
C 3.99 0.68 -2.49
C 3.81 0.32 -1.02
H 1.13 1.13 -2.00
H 1.48 3.34 -1.74
H 2.38 2.72 -0.37
H 1.05 4.77 0.12
H 0.64 3.44 1.18
H -1.00 4.34 -1.22
H -1.43 4.52 0.47
H -2.59 2.51 -0.52
H -1.46 2.01 0.70
H -0.93 2.09 -2.29
H -1.28 0.64 -1.36
H 1.60 -1.15 1.75
H 3.54 0.52 1.58
H 3.03 -0.07 3.14
H 2.34 2.67 2.02
H 3.47 2.31 3.31
H 1.28 3.04 4.25
H 1.64 1.38 4.70
H -0.25 2.27 2.48
H -0.70 1.51 3.99
H -0.70 -0.07 2.05
H 0.23 -0.56 3.44
H 2.98 -1.43 -0.07
H 1.68 -0.83 -2.75
H 1.72 -2.31 -1.85
H 3.39 -2.48 -3.65
H 4.24 -2.36 -2.13
H 4.07 -0.36 -4.37
H 5.42 -0.72 -3.31
H 3.08 1.14 -2.86
H 4.77 1.44 -2.59
H 3.68 1.23 -0.43
H 4.74 -0.13 -0.66
F -3.29 -1.65 5.51
B -2.09 -1.38 4.87
F -1.47 -0.25 5.44
F -1.22 -2.48 4.94
F -2.34 -1.09 3.48

3.
15
Properties=species:S:1:pos:R:3 method="wB97M-V/def2-TZVPD" orbital_gap_ev=11.19 e_lumo_ev=0.96 smiles=N#C[C@H](N)C1CC1 charge=0
N 1.61 -0.83 0.24
C 0.75 0.33 0.49
C 1.51 1.59 0.32
N 2.20 2.51 0.17
C -0.47 0.28 -0.43
C -1.87 0.13 0.09
C -1.17 -1.05 -0.49
H 2.48 -0.76 0.77
H 1.86 -0.85 -0.75
H 0.43 0.28 1.53
H -0.37 0.84 -1.35
H -2.05 0.16 1.16
H -2.65 0.60 -0.50
H -1.48 -1.45 -1.45
H -0.78 -1.79 0.20

Q: Which value of charge does entry 1 give?
A: 0